Record 1
107
Properties=species:S:1:pos:R:3:forces:R:3:lowdin_charge:R:1 method="wB97M-V/def2-TZVPD" e_above_lowest_kj_mol=132.83 gap_ha=0.2152 charge=+1 largest_force_ev_per_a=3.039
Ta 0.231455 -0.689732 -0.355673 0.2322 -1.8818 -0.2020 1.349
C 3.467953 -2.522516 2.523664 -0.5529 -1.4796 1.0868 -0.060
C 2.962592 -1.156009 3.062618 0.9039 -0.9485 -0.4270 -0.369
C 1.911512 -1.197242 4.152204 -0.8041 -1.2675 1.4453 -0.096
C 2.670514 -0.331217 1.849173 -0.6523 2.3287 -1.7348 -0.176
C 3.668587 0.487074 1.155745 -1.5706 -0.9946 1.5361 0.061
C 3.035596 1.294708 0.243574 -0.2974 -0.2337 -0.1559 -0.191
C 3.698799 2.303039 -0.694656 0.7412 0.3219 0.6737 -0.330
C 3.062943 2.533742 -2.080681 -0.7731 -0.1945 0.3963 -0.041
C 4.052036 3.609602 0.082344 -2.5447 0.4386 -1.1694 -0.032
N 1.671602 1.045121 0.341378 0.3872 -2.0421 -0.2673 -0.060
N 1.441736 -0.074215 1.266482 2.7728 1.1304 0.5166 -0.105
B 0.576638 2.131048 0.406087 -0.8508 1.3308 0.4166 -0.544
N -0.538254 1.520693 1.320027 -0.1095 -0.5281 -1.2065 0.023
N -1.317014 0.536916 0.712253 0.4421 0.5243 -0.4747 -0.044
C -2.287130 0.214750 1.583230 0.3123 -0.9838 0.1250 -0.285
C -2.045420 0.829823 2.807343 0.1614 0.0090 -1.3238 0.075
C -0.887049 1.606064 2.581133 -0.6480 0.4007 1.3397 -0.209
C -0.132912 2.430979 3.573303 0.0607 0.5568 0.7742 -0.333
C -0.464916 3.927373 3.375105 -0.1117 0.8794 0.9213 -0.060
C -0.501599 1.928091 5.004819 -0.9783 -0.0548 0.9182 -0.069
C -3.355276 -0.746910 1.133225 0.1038 0.3916 -1.7774 -0.374
C -4.242796 -1.226822 2.279824 0.9552 -0.7570 -0.6671 -0.056
C -4.278430 -0.026396 0.110028 -1.1157 0.5597 0.1094 -0.062
N -0.094777 2.302819 -1.005412 -0.7017 -2.3183 -1.0381 0.049
N -0.201533 1.090477 -1.800040 0.1621 0.2536 0.8623 -0.011
C -1.001225 1.384385 -2.887454 2.0600 0.4363 0.6675 -0.230
C -1.346946 2.707949 -2.803906 -0.6776 0.8026 1.4865 0.045
C -0.905206 3.208528 -1.558246 0.1168 0.2067 -0.4393 -0.176
C -1.236012 4.528622 -0.861842 -1.1637 -1.3030 0.0537 -0.358
C -2.485448 5.169709 -1.537130 0.8586 -0.5950 0.6388 -0.045
C -0.092447 5.443394 -1.009887 2.1480 1.7414 1.0756 -0.085
C -1.231906 0.533102 -4.108498 0.3298 -1.2264 0.5496 -0.391
C -1.486195 1.302593 -5.387725 0.8411 -0.1635 -0.5584 -0.082
C -2.369195 -0.453121 -3.788466 0.5848 -2.5383 -0.1967 -0.102
H 3.612303 -3.275399 3.360297 0.1297 1.1246 -0.7117 0.110
H 4.392570 -2.385583 1.984279 0.3524 -0.0662 -0.0944 0.072
H 2.759068 -3.049064 1.866195 0.0276 0.5962 0.0543 0.034
H 3.866649 -0.698451 3.550852 -0.7467 -0.0887 -0.6629 0.156
H 0.985062 -1.864849 4.025689 1.4452 1.3257 -0.2927 0.033
H 1.661960 -0.182130 4.438990 -0.5632 0.2526 -0.1927 0.059
H 2.383412 -1.576133 5.096446 -0.0886 0.0600 -0.8736 0.097
H 4.683308 0.445056 1.504790 0.3624 0.2223 -0.4774 0.132
H 4.659315 1.824982 -0.863936 0.2536 -0.1775 -0.1408 0.135
H 2.152221 3.175650 -1.954960 0.5687 -0.7552 -0.3480 0.078
H 2.819251 1.510693 -2.453479 -0.2040 0.9330 -0.1421 0.073
H 3.720086 3.047443 -2.823225 -0.2070 -0.4725 0.8961 0.099
H 3.092696 4.168266 0.309704 0.9730 -0.5610 -0.1476 0.081
H 4.600647 4.255471 -0.596285 0.3725 0.0272 0.1760 0.084
H 4.541764 3.430545 1.006699 0.6804 -0.1599 0.6663 0.066
H 1.076571 3.162866 0.851204 -0.5903 -0.5395 -0.3246 0.123
H -2.678905 0.694208 3.657458 0.1948 0.2294 0.4456 0.115
H 0.955431 2.369863 3.356210 -0.5271 -0.4447 0.3062 0.139
H -1.557063 4.102574 3.344393 0.4629 -0.1423 0.0589 0.094
H -0.035365 4.289341 2.445302 -0.0582 -0.0044 -0.2110 0.046
H -0.040724 4.606307 4.180847 -0.4387 -1.0673 -0.7336 0.107
H -1.422674 2.474864 5.430886 1.3307 -0.6938 -0.8342 0.111
H 0.287228 2.040238 5.767863 -0.1106 0.3170 -0.5593 0.078
H -0.758818 0.837407 5.046843 0.2807 0.9059 -0.3261 0.078
H -2.854412 -1.524356 0.474976 -0.4189 0.2019 1.3946 0.110
H -4.573715 -0.358632 2.849465 -0.2800 -0.2445 0.0520 0.089
H -3.676281 -1.922062 2.886905 0.1583 0.0917 0.5643 0.077
H -5.057692 -1.825671 1.872262 -0.2430 0.3764 0.1233 0.083
H -4.598013 0.922978 0.568476 0.0375 -0.0737 -0.2359 0.084
H -5.223506 -0.617959 0.037413 0.7909 0.3313 -0.3004 0.087
H -3.907090 0.218493 -0.916494 0.1099 -0.4728 0.9567 0.074
H -1.983774 3.235401 -3.473519 -0.1961 0.2412 -0.3781 0.110
H -1.425872 4.195227 0.197967 0.0169 0.7842 -0.7632 0.149
H -2.135397 5.534254 -2.514640 -0.5684 -0.1867 0.1379 0.092
H -2.899616 6.008541 -0.965691 0.2675 -0.2221 -0.0620 0.089
H -3.216985 4.371031 -1.591341 -0.4631 0.2356 -0.4676 0.078
H 0.214321 5.499627 -2.051724 0.1067 -0.0340 -0.1321 0.093
H 0.796699 5.149782 -0.395953 -0.5898 0.0427 -0.5834 0.074
H -0.302713 6.495021 -0.699468 -0.1506 -0.7686 -0.1336 0.104
H -0.263324 -0.003299 -4.368873 -1.1065 0.1750 0.8535 0.160
H -2.390785 1.920992 -5.451311 0.3413 -0.0502 0.2497 0.087
H -1.569686 0.499467 -6.143282 -0.0323 0.6220 0.0275 0.090
H -0.540410 1.859930 -5.586635 -0.9911 0.0509 -0.2326 0.101
H -3.334055 0.048815 -3.547690 0.6813 -0.4452 -0.3158 0.091
H -2.027272 -1.161283 -2.966964 -0.9229 1.5648 -0.6855 -0.042
H -2.459257 -1.266085 -4.603445 -0.3215 1.6852 0.6719 0.108
S 2.395199 -1.497520 -1.370629 -1.4068 0.3903 0.8730 0.661
C 1.966281 -2.821942 -2.440628 -0.9057 0.0991 0.5514 -0.704
C 3.029124 -3.543670 -2.947445 1.3817 -0.3959 -0.4568 -0.140
C 2.893046 -4.331739 -4.093992 -1.8050 0.1602 1.5454 -0.065
C 1.590315 -4.574755 -4.587694 -0.1146 0.3864 0.5169 -0.066
C 0.476759 -3.996310 -3.925036 0.6346 0.6084 0.3061 -0.076
C 0.628575 -3.120526 -2.785091 1.3870 -0.5919 -1.5554 -0.605
S -0.657624 -2.477376 -1.761145 0.7883 0.2112 0.2451 0.600
H 4.000631 -3.502882 -2.376710 -0.9690 0.2683 -1.0792 0.123
H 3.753965 -4.828953 -4.435235 0.7676 -0.6360 -0.6962 0.089
H 1.432220 -5.275864 -5.437353 0.0578 0.8443 0.6778 0.117
H -0.489170 -4.121191 -4.393683 -0.2401 -0.2558 0.3728 0.098
C 0.593580 -5.354687 0.063408 -1.2449 -0.9295 -0.2849 -0.221
Si -0.880513 -4.731533 1.133536 0.0630 1.0840 -2.0411 0.180
C -2.651255 -4.738085 0.375769 0.1091 0.4679 -0.5724 -0.217
C -0.926001 -5.810373 2.572040 -0.0596 -0.4609 0.8836 -0.238
Se -0.125390 -2.611184 1.727161 -0.6832 1.0641 -1.0340 0.397
H 1.405177 -4.646865 -0.051929 -0.1066 0.3032 -0.2171 -0.005
H 0.217356 -5.728082 -0.928019 0.5906 0.3618 0.7327 0.045
H 1.009054 -6.216446 0.612448 -0.1281 0.1211 -0.2751 0.029
H -2.992288 -5.780320 0.272953 0.2670 0.2005 -0.3403 0.032
H -2.757622 -4.175693 -0.589687 0.2986 -0.8020 0.6408 0.006
H -3.430525 -4.291746 1.005006 0.4371 0.1099 0.3790 0.016
H -0.973984 -6.842423 2.212422 0.0832 0.0108 0.0412 0.051
H -1.791413 -5.645748 3.209145 0.0761 0.0664 0.2257 0.041
H 0.007119 -5.664898 3.112993 -0.0266 -0.2140 0.3339 0.037

Record 2
100
Properties=species:S:1:pos:R:3:forces:R:3:mulliken_spin:R:1 method="wB97M-V/def2-TZVPD" e_above_lowest_kj_mol=353.56 gap_ha="0.2268 / 0.2336" multiplicity=2 charge=-1 largest_force_ev_per_a=5.403
Yb -1.121169 1.075786 -0.205378 3.2045 -3.3660 0.7627 1.010
Cl -2.729034 2.868277 -0.667908 -1.1137 1.2777 -0.3882 0.000
P -1.164011 1.873938 2.030994 -0.2212 1.6696 5.1334 -0.012
C -2.899947 2.297136 2.646421 0.3723 0.1141 0.1230 0.000
C -0.456557 0.837492 3.411707 -0.2735 0.6586 0.5140 -0.001
C -0.320768 3.548969 2.046430 -0.3497 -0.1736 0.1702 0.002
C -3.992329 1.372357 2.125839 -0.2498 -0.1631 0.1541 0.004
H -3.068756 3.275161 2.194346 0.0743 0.1287 -0.0311 0.000
C -3.025463 2.430003 4.161889 -0.0131 0.1132 0.0786 0.000
H -3.118563 1.458100 4.641340 0.0303 -0.1733 0.0327 0.000
H -3.933742 2.986989 4.393313 -0.1250 0.0168 0.0331 0.000
H -2.199099 2.953154 4.630599 0.1068 0.0753 0.0468 0.000
H -4.282078 1.631107 1.114881 0.1278 -0.1290 -0.1599 0.000
H -4.873433 1.468844 2.761996 -0.1340 0.0992 0.1547 0.000
H -3.690418 0.327635 2.140324 -0.0173 -0.0275 -0.0568 -0.001
H -0.977444 4.086587 1.359140 -0.0501 -0.0136 -0.0773 0.001
C 1.074205 3.540480 1.431121 0.3225 -0.1459 0.0317 -0.008
C -0.310721 4.286375 3.376490 0.0116 0.1498 0.1286 0.000
H -1.284456 4.689428 3.637431 -0.1769 -0.0186 0.0717 0.000
H 0.379643 5.128671 3.316912 0.0397 0.1048 -0.0028 0.000
H 0.030056 3.651546 4.194051 0.0737 -0.0605 0.0870 0.000
H 1.256280 2.651979 0.832968 0.0635 0.1091 -0.1111 0.007
H 1.851785 3.606499 2.186892 0.1016 -0.0504 0.3148 0.000
H 1.183393 4.406578 0.778421 0.0529 -0.0339 -0.1020 0.001
C -1.120671 -0.535110 3.430717 0.0318 0.1196 -0.0093 -0.003
H -0.740113 1.361211 4.324848 0.0282 -0.0595 0.2544 0.000
C 1.062154 0.725663 3.400159 -0.2659 0.0830 -0.0495 0.002
H -2.154860 -0.493408 3.759977 -0.2016 0.0721 -0.0375 0.000
H -0.584223 -1.187075 4.121211 0.0417 -0.0982 0.0102 0.000
H -1.099153 -0.993558 2.447950 0.0054 -0.0892 -0.0199 0.000
H 1.448969 0.514630 2.409490 -0.0702 0.1045 0.1266 0.000
H 1.363989 -0.093058 4.054729 0.0646 -0.0610 -0.0016 0.000
H 1.536975 1.627578 3.773302 0.0922 0.2444 -0.0531 0.000
H -2.557890 0.362670 0.079819 -4.3830 -2.5555 1.2132 0.000
H -0.172356 2.326383 -0.638689 3.4820 3.7417 -1.4466 -0.002
P -1.327734 0.556083 -2.514089 -0.3405 -1.0318 -5.2256 -0.019
C -1.230036 2.072096 -3.638401 -0.1280 -0.3788 -0.0739 0.001
C -0.152499 -0.653311 -3.312441 -0.4641 0.2268 -0.5190 0.000
C -3.083474 -0.036556 -2.801660 0.2753 0.2872 -0.3039 0.000
C -0.272163 3.152890 -3.154182 0.1518 0.1884 -0.1386 0.004
H -2.237791 2.480780 -3.555846 -0.1521 -0.0323 0.0081 0.000
C -0.946079 1.762148 -5.105728 -0.0778 0.0218 -0.1145 0.000
H 0.113134 1.584427 -5.279121 0.1495 -0.0572 0.0399 0.000
H -1.225984 2.625824 -5.709440 0.0107 0.1097 -0.0720 0.000
H -1.493119 0.909109 -5.492335 -0.0869 -0.1163 -0.0356 0.000
H -0.686615 3.706205 -2.320351 0.0601 -0.1000 0.1882 -0.002
H -0.091791 3.858029 -3.967100 -0.0354 0.0871 -0.2243 0.000
H 0.690656 2.747050 -2.852592 0.0265 -0.0065 0.0608 0.000
H -3.627430 0.859714 -2.495963 0.0033 0.0563 0.0329 0.002
C -3.510498 -1.167932 -1.872954 0.0298 -0.3340 0.1399 0.014
C -3.462275 -0.360344 -4.238635 -0.1240 -0.0230 -0.1597 0.001
H -3.554987 0.526881 -4.857325 0.0768 0.1460 -0.0987 0.000
H -4.430709 -0.861776 -4.251125 -0.1174 -0.0208 -0.0300 0.000
H -2.748161 -1.035634 -4.709218 0.0795 -0.0994 -0.0419 0.000
H -2.791214 -1.346057 -1.078609 -0.2066 -0.0209 0.0254 0.002
H -3.659186 -2.099795 -2.411206 0.0636 -0.1929 -0.2673 0.000
H -4.460963 -0.909037 -1.406352 0.0451 -0.0581 0.1453 0.002
C 1.287326 -0.187729 -3.123110 0.0003 0.0353 -0.3862 0.000
H -0.384412 -0.605573 -4.376722 0.0627 -0.1633 -0.1810 0.000
C -0.338413 -2.098161 -2.868260 -0.1256 0.0494 -0.1763 0.002
H 1.579533 0.567435 -3.847272 -0.0873 0.2309 -0.1425 0.000
H 1.961181 -1.036409 -3.246173 -0.1169 0.1817 -0.1000 0.000
H 1.438458 0.222485 -2.130343 0.1248 0.0642 0.1446 0.000
H -0.301677 -2.203119 -1.789631 -0.0344 -0.0593 0.1718 0.000
H 0.465000 -2.705535 -3.287368 0.0138 0.0065 0.0230 0.000
H -1.275327 -2.513513 -3.225582 -0.3011 -0.0132 0.0147 0.001
C 4.191152 -3.479187 -2.807049 -0.1209 -0.1287 0.0038 0.000
C 3.065597 -4.116272 -2.295912 0.0971 0.4559 0.1218 0.000
C 2.202199 -3.438435 -1.428574 0.8799 0.5807 -0.4442 0.000
C 2.436071 -2.094201 -1.053849 0.3907 -0.5579 -0.3635 -0.001
C 3.601647 -1.477288 -1.590669 -0.2437 -1.3631 -0.2482 0.000
C 4.458567 -2.161191 -2.454507 -0.4551 0.0441 0.3363 0.000
Si 1.277031 -1.179370 0.204587 -0.0844 0.6624 -0.9357 0.001
C 0.390710 -2.691932 0.923419 0.5949 -0.5860 0.5750 -0.001
C -1.004492 -2.758912 0.870621 0.4858 -0.8935 0.4131 -0.016
C -1.697841 -3.870133 1.354183 0.3476 -0.0869 -0.0241 0.000
C -0.995093 -4.949478 1.888118 0.0845 0.3212 -0.1483 0.000
C 0.399185 -4.916055 1.930049 -0.0431 0.4169 -0.1709 0.000
C 1.089311 -3.799437 1.447343 -1.0962 -0.3213 0.2033 0.000
C 2.829534 -0.620623 1.153440 0.0535 -0.0598 0.9825 0.001
C 3.354183 -1.322608 2.256333 0.8530 1.0422 -0.2770 0.000
C 4.475334 -0.840281 2.939399 -0.2255 0.2065 -0.3939 0.000
C 5.080425 0.353106 2.543976 -0.2153 -0.1044 -0.0739 0.000
C 4.560061 1.073583 1.469321 -0.2403 -0.4206 -0.0080 0.000
C 3.441254 0.595503 0.783210 0.3647 -0.4663 0.6313 0.000
H 4.857438 -4.005602 -3.479062 0.0203 -0.0383 -0.0175 0.000
H 2.857474 -5.141053 -2.571830 -0.0359 -0.0995 -0.0112 0.000
H 1.344423 -3.985974 -1.077048 -0.2190 0.0866 0.1616 0.000
H 3.862883 -0.461275 -1.376918 -0.1094 0.3630 0.2442 0.000
H 5.332503 -1.662283 -2.854598 0.0288 0.0392 0.0009 0.000
H -1.552706 -1.934046 0.466902 -0.3453 0.4763 -0.1779 0.008
H -2.779150 -3.892994 1.311888 -0.0456 -0.0004 -0.0136 0.000
H -1.529600 -5.814062 2.259584 -0.0204 -0.0346 0.0256 0.000
H 0.947433 -5.760006 2.327813 0.0313 -0.0583 0.0354 0.000
H 2.166639 -3.825610 1.462293 0.1832 0.1138 -0.0746 0.000
H 2.906385 -2.227175 2.616621 -0.2838 -0.3011 0.0036 0.000
H 4.870134 -1.389430 3.784371 0.0320 -0.0321 0.0604 0.000
H 5.944937 0.725580 3.078188 0.0317 0.0176 0.0234 0.000
H 5.019605 2.007189 1.171009 0.0127 0.0497 -0.0116 0.000
H 3.043826 1.180262 -0.037247 -0.1657 0.0301 -0.0272 0.000